Record 1
{"formula": "C3H2CdO2", "method": "wB97M-V/def2-TZVPD", "species": ["O", "O", "C", "C", "C", "H", "Cd", "H"], "xyz": [[0.3111, 1.3203, -0.0579], [0.3733, -0.8697, 0.0172], [-0.9749, 1.0291, -0.0555], [-1.0017, -0.4535, 0.0440], [1.1557, 0.2268, 0.0098], [-1.5133, -0.8191, 0.9488], [3.1898, 0.2682, 0.0168], [-1.5401, -0.7021, -0.9232]], "total_charge": 1, "homo_energy_ev": [-11.7725, -13.0989], "orbital_gap_ev": [3.8, 5.2], "multiplicity": 2, "lumo_ha": [-0.2924, -0.2897], "largest_force_ev_per_a": 2.2}

***

Record 2
{"formula": "C20H24N7Sr", "method": "wB97M-V/def2-TZVPD", "species": ["Sr", "C", "N", "C", "C", "C", "C", "C", "C", "C", "C", "H", "H", "H", "H", "H", "H", "H", "H", "H", "H", "H", "H", "N", "C", "C", "C", "C", "C", "C", "C", "C", "N", "C", "H", "H", "H", "H", "H", "H", "H", "H", "N", "C", "N", "N", "C", "N", "H", "H", "H", "H"], "xyz": [[0.3985, 0.3205, 0.0490], [-1.7287, -2.6790, 1.0262], [-1.7772, -1.4728, 0.2044], [-2.2145, -1.8400, -1.1449], [-2.7377, -0.5263, 0.8190], [-2.9466, 0.7385, 0.0191], [-4.2537, 1.1100, -0.2710], [-4.5029, 2.2757, -0.9807], [-3.4337, 3.0489, -1.3992], [-2.1318, 2.6471, -1.1121], [-1.8275, 1.4844, -0.3957], [-2.7151, -3.1559, 1.1034], [-1.4003, -2.4359, 2.0393], [-1.0482, -3.4124, 0.5862], [-3.2070, -2.3102, -1.1296], [-1.5044, -2.5471, -1.5769], [-2.2714, -0.9493, -1.7690], [-2.3424, -0.2855, 1.8152], [-3.6971, -1.0412, 0.9806], [-5.0837, 0.4933, 0.0572], [-5.5194, 2.5712, -1.2050], [-3.6121, 3.9628, -1.9524], [-1.3278, 3.2867, -1.4706], [1.4912, -1.9304, 1.3949], [2.6876, -2.2006, 0.7032], [3.8592, -2.5157, 1.3385], [5.0379, -2.7488, 0.6016], [5.0403, -2.6864, -0.7617], [3.8482, -2.3612, -1.4508], [3.7666, -2.2799, -2.8591], [2.5829, -1.9420, -3.4502], [1.4792, -1.6497, -2.6276], [1.5131, -1.7101, -1.3171], [2.6742, -2.0932, -0.7174], [1.5192, -2.2513, 2.3536], [0.6885, -2.3416, 0.9272], [3.8793, -2.6080, 2.4176], [5.9422, -3.0092, 1.1347], [5.9378, -2.8922, -1.3292], [4.6476, -2.4863, -3.4533], [2.4816, -1.8779, -4.5235], [0.5379, -1.3445, -3.0759], [5.8348, 1.1181, 1.3645], [6.0588, 0.9605, 0.0505], [7.3172, 0.7946, -0.3711], [5.1093, 0.9377, -0.8717], [3.8740, 1.0618, -0.4856], [2.7513, 1.1796, -0.2105], [6.5869, 1.1871, 2.0263], [4.9003, 1.2949, 1.6916], [8.1063, 0.8994, 0.2402], [7.4739, 0.7455, -1.3627]], "total_charge": 1, "homo_energy_ev": -9.7665, "orbital_gap_ev": 6.8, "multiplicity": 1, "lumo_ha": -0.1103, "largest_force_ev_per_a": 0.5}

***

Record 3
{"formula": "C22H29N5O3", "method": "wB97M-V/def2-TZVPD", "species": ["C", "H", "H", "H", "C", "C", "H", "H", "H", "O", "C", "C", "H", "H", "C", "N", "C", "O", "C", "C", "N", "H", "H", "N", "C", "N", "C", "C", "C", "C", "C", "C", "N", "C", "H", "H", "H", "H", "C", "H", "H", "C", "C", "H", "C", "H", "C", "H", "O", "H", "H", "H", "H", "H", "H", "H", "H", "H", "H"], "xyz": [[-3.2280, -1.2348, -2.9514], [-3.9720, -1.9856, -2.6959], [-3.6832, -0.4920, -3.6031], [-2.4214, -1.7258, -3.4891], [-2.6605, -0.5554, -1.7027], [-1.4735, 0.3320, -2.0683], [-1.7632, 1.0355, -2.8442], [-0.6431, -0.2726, -2.4228], [-1.1607, 0.8963, -1.1953], [-3.5885, 0.3045, -1.0569], [-4.8203, -0.2427, -0.6480], [-4.7410, -1.3284, 0.4303], [-4.1348, -2.1653, 0.0809], [-5.7521, -1.6975, 0.6103], [-4.1586, -0.8197, 1.7545], [-2.7777, -0.4238, 1.6472], [-1.7731, -1.3133, 1.7585], [-1.9418, -2.5019, 2.0498], [-0.4433, -0.7599, 1.5492], [0.7197, -1.5247, 1.6352], [0.7405, -2.8506, 1.8250], [1.5769, -3.3336, 2.1003], [-0.1867, -3.2178, 2.0511], [1.8318, -0.7407, 1.4483], [1.4101, 0.5432, 1.2155], [2.1595, 1.5782, 0.9745], [1.4685, 2.7374, 0.7910], [2.1833, 3.9180, 0.5263], [1.5186, 5.0983, 0.3333], [0.1176, 5.1452, 0.3929], [-0.6074, 4.0142, 0.6476], [0.0435, 2.7828, 0.8562], [-0.7078, 1.6836, 1.1047], [-0.0327, 0.5702, 1.2850], [-1.6853, 4.0276, 0.6950], [-0.3866, 6.0874, 0.2350], [2.0712, 6.0044, 0.1322], [3.2603, 3.8599, 0.4840], [3.1994, -1.1782, 1.3907], [3.4003, -1.8973, 2.1912], [3.8286, -0.2982, 1.5416], [3.5345, -1.8280, 0.0322], [3.4757, -0.8089, -1.1239], [2.6297, -0.9942, -1.7823], [4.8197, -0.9945, -1.8314], [5.2025, -0.0729, -2.2618], [5.6941, -1.5184, -0.6943], [6.5419, -2.1180, -1.0263], [4.8465, -2.3630, 0.0603], [6.0600, -0.6892, -0.0722], [4.7402, -1.7492, -2.6142], [3.3879, 0.2016, -0.7243], [2.8487, -2.6690, -0.1344], [-2.5572, 0.4896, 1.2724], [-4.2057, -1.6279, 2.4905], [-4.7380, 0.0338, 2.1150], [-5.3756, -0.6368, -1.5111], [-5.3722, 0.6175, -0.2561], [-2.3194, -1.3313, -0.9978]], "smiles": "CC(C)OCCCNC(=O)c1c(N)n(C[C@H]2CCCO2)c2nc3ccccc3nc12", "homo_energy_ev": -7.7514, "orbital_gap_ev": 7.8, "multiplicity": 1, "lumo_ha": 0.0031, "largest_force_ev_per_a": 1.3}